Below is the molecule C6H7NO2 in a non-equilibrium geometry, with properties calculated with wB97M-V/def2-TZVPD.

The calculation puts the HOMO energy (spin up / spin down) at -8.715 / -8.716 eV. The value obtained for the energy above the lowest of the compared OMol25 structures with the same formula, charge and spin is 182.1 kcal/mol. The orbital gap (spin up / spin down) is 8.10 / 8.10 eV. The LUMO energy (spin up / spin down) comes out at -0.61 / -0.61 eV.

CARTESIAN COORDINATES (ANGSTROEM)
C  0.919  0.044  0.675
C  -0.547  -0.326  -1.454
C  -1.095  -1.504  0.232
C  -0.447  -0.092  0.066
C  -1.043  -1.715  -1.235
C  1.755  1.263  0.337
N  -1.126  1.035  0.557
O  1.274  -0.825  1.413
O  -2.042  0.977  1.352
H  -1.163  0.474  -1.976
H  0.430  -0.147  -2.151
H  -0.716  -2.313  0.749
H  -2.185  -1.634  0.475
H  1.689  2.023  1.281
H  1.513  1.671  -0.662
H  2.784  1.068  0.341

Okay, here come the natural (NBO) numbers, in e, for every atom:
1. C 0.603
2. C -0.588
3. C -0.619
4. C -0.126
5. C 0.190
6. C -0.724
7. N 0.138
8. O -0.500
9. O -0.265
10. H 0.293
11. H 0.278
12. H 0.284
13. H 0.300
14. H 0.264
15. H 0.230
16. H 0.242

Below is the molecule C6H7NO2 in a non-equilibrium geometry, with properties calculated with wB97M-V/def2-TZVPD.

The calculation puts the HOMO energy at -8.603 eV. The value obtained for the energy above the lowest of the compared OMol25 structures with the same formula, charge and spin is 66.6 kcal/mol. The orbital gap is 9.34 eV. The SMILES is CC(=O)Nc1ccco1. The LUMO energy comes out at 0.74 eV.

CARTESIAN COORDINATES (ANGSTROEM)
C  0.718  -1.957  -0.849
C  -0.822  -1.648  -0.940
O  -1.593  -2.511  -1.239
N  -1.224  -0.409  -0.629
C  -0.492  0.656  0.010
C  -0.727  1.325  1.146
C  0.305  2.198  1.379
C  1.261  1.891  0.425
O  0.800  0.882  -0.461
H  1.415  -1.277  -1.428
H  0.979  -3.240  -1.110
H  1.048  -1.972  0.181
H  -2.387  -0.347  -0.503
H  -1.728  1.391  1.613
H  0.330  2.970  2.272
H  2.116  2.050  0.133

Okay, here come the natural (NBO) numbers, in e, for every atom:
1. C -0.723
2. C 0.678
3. O -0.593
4. N -0.639
5. C 0.445
6. C -0.354
7. C -0.286
8. C 0.105
9. O -0.420
10. H 0.245
11. H 0.231
12. H 0.229
13. H 0.428
14. H 0.233
15. H 0.249
16. H 0.171

Below is the molecule C6H7NO2 in a non-equilibrium geometry, with properties calculated with wB97M-V/def2-TZVPD.

The calculation puts the HOMO energy at -9.890 eV. The value obtained for the energy above the lowest of the compared OMol25 structures with the same formula, charge and spin is 50.3 kcal/mol. The orbital gap is 9.18 eV. The SMILES is CC(=O)/C=C1\CNC1=O. The LUMO energy comes out at -0.71 eV.

CARTESIAN COORDINATES (ANGSTROEM)
C  -1.451  1.249  0.958
C  -0.449  0.464  1.796
O  -0.615  0.496  2.989
C  0.606  -0.361  1.214
C  0.623  -0.678  -0.116
C  -0.174  -0.300  -1.303
N  0.827  -1.117  -2.048
C  1.533  -1.468  -0.930
O  2.733  -1.509  -0.903
H  -2.123  0.580  0.383
H  -0.919  1.912  0.273
H  -2.072  1.859  1.571
H  1.457  -0.610  1.878
H  -1.205  -0.672  -1.384
H  -0.154  0.766  -1.638
H  1.383  -0.611  -2.740

Okay, here come the natural (NBO) numbers, in e, for every atom:
1. C -0.709
2. C 0.527
3. O -0.516
4. C -0.237
5. C -0.047
6. C -0.268
7. N -0.589
8. C 0.611
9. O -0.534
10. H 0.227
11. H 0.218
12. H 0.244
13. H 0.251
14. H 0.214
15. H 0.216
16. H 0.392

Below is the molecule C6H7NO2 in a non-equilibrium geometry, with properties calculated with wB97M-V/def2-TZVPD.

The calculation puts the HOMO energy at -9.657 eV. The value obtained for the energy above the lowest of the compared OMol25 structures with the same formula, charge and spin is 126.4 kcal/mol. The orbital gap is 10.27 eV. The SMILES is O=C1C[C@H]2C[C@@H]2C=NO1. The LUMO energy comes out at 0.62 eV.

CARTESIAN COORDINATES (ANGSTROEM)
O  -3.228  0.047  -0.107
C  -2.018  0.061  0.010
C  -1.118  -1.221  0.170
C  0.280  -0.708  0.511
C  1.800  -0.789  -0.335
C  0.852  0.380  -0.440
C  0.850  1.800  0.113
N  -0.370  2.251  0.355
O  -1.393  1.396  -0.498
H  -1.709  -1.781  1.011
H  -0.994  -1.696  -0.831
H  0.531  -0.449  1.601
H  2.004  -1.428  -1.130
H  2.610  -0.745  0.484
H  0.373  0.364  -1.458
H  1.531  2.517  0.543

Okay, here come the natural (NBO) numbers, in e, for every atom:
1. O -0.503
2. C 0.798
3. C -0.539
4. C -0.206
5. C -0.369
6. C -0.319
7. C 0.052
8. N -0.077
9. O -0.514
10. H 0.266
11. H 0.259
12. H 0.225
13. H 0.219
14. H 0.218
15. H 0.258
16. H 0.230

Below is the molecule C6H7NO2S2 in a non-equilibrium geometry, with properties calculated with wB97M-V/def2-TZVPD.

The calculation puts the HOMO energy (spin up / spin down) at -5.646 / -9.696 eV. The value obtained for the energy above the lowest of the compared OMol25 structures with the same formula, charge and spin is 26.7 kcal/mol. The multiplicity is 3. The expectation value of S² is 2.03. The orbital gap (spin up / spin down) is 6.14 / 6.76 eV. The LUMO energy (spin up / spin down) comes out at 0.49 / -2.94 eV.

CARTESIAN COORDINATES (ANGSTROEM)
C  -0.998  0.077  1.254
C  -0.578  -0.508  2.430
C  -0.089  -0.174  0.177
C  1.088  -1.033  0.592
C  2.084  -1.574  -0.112
C  -0.450  2.009  -1.062
N  0.108  0.715  -1.157
O  -2.132  -0.578  -1.648
O  0.069  -1.626  -2.226
S  0.898  -1.452  2.286
S  -0.740  -0.697  -1.423
H  -1.727  0.845  1.150
H  -0.934  -0.291  3.427
H  2.949  -1.936  0.436
H  2.136  -1.116  -1.029
H  0.076  2.483  -0.175
H  -0.152  2.622  -1.861
H  -1.607  2.234  -1.058

Okay, here come the natural (NBO) numbers, in e, for every atom:
1. C -0.205
2. C -0.465
3. C -0.211
4. C -0.205
5. C -0.341
6. C -0.453
7. N -0.614
8. O -0.899
9. O -0.893
10. S 0.559
11. S 2.173
12. H 0.242
13. H 0.237
14. H 0.209
15. H 0.225
16. H 0.213
17. H 0.223
18. H 0.205

Below is a cluster of 2 separate species, C6H7NO3 in total in a non-equilibrium geometry, with properties calculated with wB97M-V/def2-TZVPD.

The calculation puts the HOMO energy (spin up / spin down) at -7.683 / -7.683 eV. The value obtained for the energy above the lowest of the compared OMol25 structures with the same formula, charge and spin is 106.2 kcal/mol. The orbital gap (spin up / spin down) is 7.84 / 7.84 eV. The LUMO energy (spin up / spin down) comes out at 0.16 / 0.16 eV.

CARTESIAN COORDINATES (ANGSTROEM)
C  -1.370  1.969  0.000
C  -0.632  0.744  -0.062
C  -3.750  2.105  -0.532
C  -3.733  -1.130  0.315
C  0.827  0.877  0.305
C  -0.549  -1.585  -0.489
N  -1.232  -0.330  -0.411
O  -3.873  -1.793  -0.606
O  -3.655  -0.488  1.261
O  -2.627  2.038  -0.264
H  -0.908  2.877  0.350
H  1.457  0.405  -0.446
H  1.112  1.920  0.396
H  1.012  0.376  1.255
H  -0.534  -2.056  0.499
H  -1.122  -2.221  -1.164
H  0.484  -1.512  -0.846

Okay, here come the natural (NBO) numbers, in e, for every atom:
1. C -0.172
2. C 0.243
3. C 0.472
4. C 1.043
5. C -0.676
6. C -0.438
7. N -0.530
8. O -0.518
9. O -0.534
10. O -0.341
11. H 0.199
12. H 0.228
13. H 0.219
14. H 0.231
15. H 0.190
16. H 0.208
17. H 0.174

Below is the molecule C6H7NO3 in a non-equilibrium geometry, with properties calculated with wB97M-V/def2-TZVPD.

The calculation puts the HOMO energy at -10.206 eV. The value obtained for the energy above the lowest of the compared OMol25 structures with the same formula, charge and spin is 44.6 kcal/mol. The orbital gap is 10.42 eV. The SMILES is C[C@H]1OC[C@](O)(C#N)C1=O. The LUMO energy comes out at 0.21 eV.

CARTESIAN COORDINATES (ANGSTROEM)
C  -2.192  0.418  0.270
C  -0.876  0.032  0.932
O  -0.449  -1.327  0.749
C  0.238  -1.331  -0.435
C  1.223  -0.041  -0.354
O  1.537  0.489  -1.627
C  2.553  -0.349  0.303
N  3.640  -0.437  0.638
C  0.154  0.900  0.345
O  0.263  2.093  0.144
H  -2.989  -0.262  0.569
H  -2.083  0.481  -0.808
H  -2.372  1.376  0.629
H  -0.842  0.163  1.962
H  -0.497  -1.286  -1.287
H  0.726  -2.277  -0.428
H  1.966  1.360  -1.603

Okay, here come the natural (NBO) numbers, in e, for every atom:
1. C -0.618
2. C -0.037
3. O -0.490
4. C -0.067
5. C 0.051
6. O -0.689
7. C 0.246
8. N -0.293
9. C 0.586
10. O -0.494
11. H 0.231
12. H 0.218
13. H 0.230
14. H 0.228
15. H 0.185
16. H 0.213
17. H 0.499

Below is a cluster of 2 separate species, C6H7NO3S in total in a non-equilibrium geometry, with properties calculated with wB97M-V/def2-TZVPD.

The calculation puts the HOMO energy (spin up / spin down) at -9.043 / -9.045 eV. The value obtained for the energy above the lowest of the compared OMol25 structures with the same formula, charge and spin is 40.1 kcal/mol. The orbital gap (spin up / spin down) is 7.97 / 7.97 eV. The SMILES is O=Nc1cccs1.CC(=O)O. The LUMO energy (spin up / spin down) comes out at -1.08 / -1.08 eV.

CARTESIAN COORDINATES (ANGSTROEM)
O  0.265  -1.816  1.059
N  -0.462  -0.932  1.509
C  -1.671  -0.649  0.945
C  -2.112  -1.077  -0.371
C  -3.130  -0.165  -0.745
C  -3.407  0.775  0.241
S  -2.418  0.790  1.555
H  -1.630  -1.976  -0.777
H  -3.567  0.021  -1.756
H  -4.090  1.534  -0.027
C  3.375  1.063  -0.593
C  2.249  0.237  -0.095
O  1.060  0.335  -0.361
O  2.696  -0.669  0.704
H  4.407  0.533  -0.440
H  3.183  1.130  -1.679
H  3.383  2.069  -0.221
H  1.871  -1.204  1.051

Okay, here come the natural (NBO) numbers, in e, for every atom:
1. O -0.387
2. N 0.099
3. C -0.182
4. C -0.144
5. C -0.261
6. C -0.408
7. S 0.591
8. H 0.262
9. H 0.236
10. H 0.241
11. C -0.725
12. C 0.788
13. O -0.652
14. O -0.685
15. H 0.234
16. H 0.236
17. H 0.242
18. H 0.514